Record 1
# BrH2NO2P

An isolated ion of composition BrH2NO2P and charge -1 in a non-equilibrium geometry (wB97M-V/def2-TZVPD, the Open Molecules 2025 dataset).

The energy above the lowest of the compared OMol25 structures with the same formula, charge and spin is 0.698 eV. The net charge is -1. As for the HOMO energy: -0.1993 hartree. The spin multiplicity is 1. Its SMILES is N[P@](=O)([O-])Br.

Last column: Löwdin charge in e.
Element x y z (Å)
N 0.62674 0.54031 1.02854  -0.20
P -0.13076 -0.72745 -0.22564  -0.03
O -1.15433 -1.66734 0.30660  -0.44
O 0.85443 -1.24590 -1.20041  -0.46
Br -1.01794 0.98789 -1.34510  0.23
H 1.05581 1.01648 0.21872  -0.06
H -0.23395 1.09601 1.21729  -0.04

=====

Record 2
# C5H13N2

A 2-piece molecular cluster, C5H13N2 overall in a non-equilibrium geometry (wB97M-V/def2-TZVPD, the Open Molecules 2025 dataset).

The energy above the lowest of the compared OMol25 structures with the same formula, charge and spin is 5.065 eV. The net charge is +1. As for the HOMO energy: -0.4999 hartree. The spin multiplicity is 1.

Last column: Löwdin charge in e.
Element x y z (Å)
C -2.50389 -0.52298 0.34724  -0.03
C -1.94147 0.08600 -0.95212  -0.19
C -0.65203 0.74675 -0.63155  0.13
C 0.56971 0.09861 -0.88879  -0.14
N 1.80273 0.31516 -0.52040  0.11
C 2.10022 1.65967 -0.07509  -0.06
N 1.26959 -1.84572 1.32359  0.04
H -3.12755 -1.38934 0.15512  0.10
H -2.88720 0.21099 1.05482  0.09
H -2.64656 0.62064 -1.58243  0.14
H -1.59869 -0.68652 -1.65630  0.12
H -0.74781 1.70887 -0.12612  0.15
H 0.44037 -0.84131 -1.43084  0.14
H 1.71441 -1.50455 0.47592  -0.03
H 1.28755 2.21399 0.39481  0.09
H 2.41797 2.23461 -0.94785  0.12
H 3.00215 1.67136 0.54245  0.10
H 1.65958 -2.73236 1.60396  0.03
H -1.62744 -0.91086 0.89227  0.07
H 1.46836 -1.13300 2.02130  0.02

=====

Record 3
# C30H41ClF8N3O6S

A 2-piece molecular cluster, C30H41ClF8N3O6S overall in a non-equilibrium geometry (wB97M-V/def2-TZVPD, the Open Molecules 2025 dataset).

The net charge is -1. As for the HOMO energy: -0.1489 hartree. The spin multiplicity is 1.

Last column: Löwdin charge in e.
Element x y z (Å)
C 1.68401 -2.64797 -2.20875  -0.12
C 0.72071 -3.93214 -1.88386  -0.24
N -0.65782 -3.54074 -2.31978  -0.06
C -1.37076 -2.77890 -1.26526  -0.22
N -1.04989 -1.39800 -1.16335  0.14
C -1.80064 -0.70962 -0.14857  -0.10
C -1.50322 0.83630 0.02147  -0.02
C -0.40086 1.62268 -0.83166  -0.15
C -0.49497 1.39817 -2.42273  -0.16
C -0.81348 2.73490 -3.25704  -0.15
F -2.00409 2.49605 -4.07730  -0.13
C -2.30550 1.66756 1.07781  -0.10
C -2.11233 3.24677 1.31220  -0.17
C -0.93183 3.52734 2.36809  -0.19
C 0.42194 4.10361 1.71144  -0.22
C 1.60110 3.01945 1.85640  -0.22
C 2.70161 3.38253 0.70855  -0.21
C 3.84089 2.24784 0.56107  -0.19
C 4.32498 2.07212 -0.98518  -0.20
C 5.85068 2.50799 -1.23044  -0.22
C 6.93179 1.67225 -0.38365  -0.22
C 7.26109 0.20905 -0.99581  -0.20
C 7.33897 -0.84341 0.25058  -0.16
C 5.90147 -1.57224 0.36418  -0.22
O 6.04998 -2.98360 0.08119  -0.22
C 5.48462 -3.35561 -1.19665  -0.12
C -3.37476 0.95835 1.99014  0.03
C -3.60109 -0.55287 1.80316  -0.14
S -4.84762 -1.33126 2.96870  0.83
O -4.41256 -2.70245 3.42462  -0.31
O -4.82390 -0.43943 4.20986  -0.36
C -6.58064 -1.33393 2.27937  -0.32
F -7.44263 -1.69674 3.37882  0.05
F -6.73183 -2.37601 1.32258  0.08
C -7.11454 0.08377 1.75324  -0.22
F -6.50379 0.44562 0.52723  0.09
F -6.86704 1.10007 2.72422  0.07
C -8.72706 0.11559 1.50256  -0.29
F -9.17838 -0.99660 0.74922  0.12
F -9.45466 0.24510 2.72091  0.10
F -8.94261 1.25502 0.65311  0.07
C -2.84053 -1.44371 0.72700  -0.13
N -3.18173 -2.84092 0.70969  0.11
C -2.40725 -3.44841 -0.31408  -0.46
Cl -2.66596 -5.26024 -0.54279  0.62
H 2.14628 -2.18840 -1.27295  0.06
H 2.48124 -3.00032 -2.96313  0.06
H 1.04412 -1.87911 -2.78944  0.07
H 0.73244 -4.22702 -0.78086  0.11
H 1.07717 -4.77992 -2.58228  0.12
H -1.22098 -4.33582 -2.64834  0.09
H -0.37286 2.74776 -0.64512  0.07
H 0.63156 1.22023 -0.48964  0.12
H -1.23916 0.59050 -2.74723  0.11
H 0.55220 1.04361 -2.76868  0.11
H 0.03585 2.91248 -4.02255  0.12
H -0.91556 3.67728 -2.61990  0.11
H -3.11355 3.62931 1.75084  0.11
H -1.95495 3.82172 0.32316  0.11
H -1.30731 4.31546 3.12104  0.11
H -0.65868 2.56114 2.91517  0.11
H 0.72878 5.02519 2.33666  0.12
H 0.29395 4.38586 0.61108  0.09
H 1.21323 1.94087 1.76368  0.10
H 2.05947 3.09137 2.91705  0.12
H 3.16383 4.39982 1.01207  0.12
H 2.10943 3.47293 -0.26906  0.09
H 4.74465 2.51143 1.23207  0.11
H 3.39806 1.26712 0.95197  0.10
H 3.67737 2.73878 -1.67158  0.10
H 4.20147 0.96837 -1.29937  0.10
H 6.11086 2.41756 -2.34873  0.11
H 6.00969 3.62060 -0.96434  0.11
H 7.91818 2.26795 -0.42571  0.11
H 6.66533 1.57828 0.72998  0.09
H 6.46157 -0.06764 -1.76350  0.10
H 8.29922 0.24806 -1.49857  0.11
H 7.57305 -0.30897 1.23246  0.10
H 8.16876 -1.61708 0.02326  0.12
H 5.52441 -1.41880 1.44875  0.13
H 5.15687 -1.02305 -0.30784  0.10
H 6.27683 -3.47220 -2.03641  0.10
H 4.64251 -2.67682 -1.56525  0.07
H 5.02292 -4.40952 -1.07987  0.10
H -3.92544 1.59114 2.77560  0.12
C -7.46939 -5.34132 -0.65304  -0.88
O -6.86670 -5.49670 0.44576  -0.11
O -8.47150 -4.42262 -0.54370  0.00
O -7.29442 -5.87403 -1.76595  -0.07
H -8.28060 -4.26883 0.40195  0.07

=====

Record 4
# C49H55N8STl

C49H55N8STl as an isolated structure (wB97M-V/def2-TZVPD, the Open Molecules 2025 dataset).

The net charge is -2. As for the HOMO energy (spin up / spin down): 0.0160 / 0.0030 hartree. The spin multiplicity is 1.

Last column: Löwdin charge in e.
Element x y z (Å)
Tl -0.15827 -0.36659 -0.30925  0.92
C -5.89869 0.78677 2.88729  -0.10
C -5.54316 0.12914 1.54743  -0.20
C -4.16564 -0.45585 1.53513  -0.13
C -3.79457 -1.74197 1.76347  -0.14
C -4.66397 -2.91150 2.10034  -0.19
C -4.71275 -3.19699 3.60666  -0.10
C -2.35029 -1.80574 1.58068  -0.30
N -1.88796 -0.57176 1.21265  0.02
C -2.94903 0.28480 1.21534  -0.25
C -2.86088 1.64867 1.03605  0.02
C -1.68810 2.38021 0.72200  -0.28
C -1.60452 3.79960 0.59660  -0.18
C -2.74436 4.76320 0.72630  -0.21
C -3.52432 4.89855 -0.59045  -0.10
C -0.29177 4.08815 0.25243  -0.16
C 0.39029 2.83753 0.17092  -0.26
C 1.76537 2.68973 -0.14068  0.03
C 2.49237 1.52139 -0.18957  -0.24
N 2.00171 0.27822 0.07422  0.04
C 3.04587 -0.59763 0.05459  -0.25
C 2.98071 -1.93002 0.39944  0.03
C 1.85214 -2.63918 0.87446  -0.25
N 0.60789 -2.11284 1.00604  0.06
C -0.19227 -3.07140 1.54901  -0.25
C -1.57405 -2.92058 1.79594  0.01
C 0.57503 -4.25018 1.79984  -0.15
C 1.85550 -3.98563 1.35489  -0.16
C 3.02624 -4.91929 1.32417  -0.21
C 3.95577 -4.76154 2.53398  -0.11
C 0.06055 -5.52772 2.39348  -0.21
C -0.53155 -6.46653 1.33410  -0.11
C 4.26588 0.12037 -0.29549  -0.14
C 3.92608 1.42619 -0.44475  -0.14
C 4.82032 2.58007 -0.77488  -0.20
C 5.29124 3.32507 0.48174  -0.10
C 5.61785 -0.50116 -0.45205  -0.20
C 5.76495 -1.20971 -1.80530  -0.09
N -0.46922 1.82281 0.47532  0.05
C 0.30161 5.42502 -0.08352  -0.20
C 0.46291 5.61821 -1.59702  -0.10
H -6.88913 1.24975 2.85156  0.06
H -5.16465 1.55376 3.13763  0.07
H -5.89281 0.04214 3.68539  0.06
H -5.62074 0.87088 0.74852  0.10
H -6.27362 -0.65640 1.33304  0.10
H -4.28787 -3.79258 1.57484  0.11
H -5.67959 -2.72704 1.73797  0.10
H -3.70738 -3.38028 3.98780  0.07
H -5.33182 -4.07347 3.81916  0.06
H -5.12382 -2.34046 4.14407  0.06
H -3.77421 2.22229 1.15259  0.09
H -2.36546 5.74741 1.01799  0.09
H -3.42926 4.43658 1.51445  0.10
H -2.85224 5.21673 -1.38930  0.06
H -4.33444 5.63080 -0.50696  0.06
H -3.94763 3.93305 -0.87229  0.07
H 2.30448 3.60934 -0.34013  0.09
H 3.90574 -2.49453 0.34779  0.09
H -2.08915 -3.80276 2.16106  0.09
H 3.59679 -4.74468 0.40724  0.10
H 2.66774 -5.95258 1.28153  0.10
H 4.32982 -3.73845 2.59528  0.06
H 4.80980 -5.44427 2.47183  0.06
H 3.41336 -4.97327 3.45793  0.06
H -0.71189 -5.30338 3.13487  0.10
H 0.87007 -6.04283 2.92124  0.10
H -1.28919 -5.93705 0.75797  0.06
H -0.97820 -7.35696 1.79062  0.06
H 0.24436 -6.78419 0.63580  0.06
H 4.29305 3.27959 -1.42836  0.10
H 5.69480 2.22417 -1.32688  0.10
H 4.43214 3.69028 1.04540  0.07
H 5.92771 4.17623 0.22204  0.06
H 5.85646 2.65283 1.13010  0.07
H 5.78477 -1.22496 0.35071  0.10
H 6.39000 0.26781 -0.35695  0.10
H 4.96933 -1.94500 -1.92939  0.07
H 6.73093 -1.71815 -1.87694  0.06
H 5.68454 -0.48847 -2.62006  0.07
H 1.28030 5.52838 0.39749  0.10
H -0.33518 6.22331 0.30967  0.09
H 1.09414 4.83365 -2.01475  0.07
H 0.90051 6.59362 -1.83700  0.06
H -0.50610 5.54566 -2.09050  0.05
N -0.35674 -4.64403 -1.75826  0.04
C -0.29999 -3.25614 -1.87297  -0.90
S -1.77731 -2.37915 -1.60701  0.58
N 0.83994 -2.73150 -2.15590  -0.04
N 0.83747 -1.35235 -2.22622  -0.08
C 0.63909 -0.81238 -3.44016  -0.24
C 0.76925 -1.61289 -4.67106  -0.16
C -0.15104 -1.49490 -5.72583  -0.05
C -0.06714 -2.28585 -6.85848  -0.11
C 0.93090 -3.24543 -6.97865  -0.14
C 1.84472 -3.38839 -5.94119  -0.11
C 1.77055 -2.58980 -4.81326  -0.04
C 0.13016 0.52235 -3.50521  -0.23
C 0.24473 1.31945 -4.67681  -0.06
C -0.41260 2.51563 -4.76601  -0.11
C -1.19326 2.94436 -3.67951  -0.10
C -1.17596 2.17327 -2.53244  -0.14
N -0.51985 1.02558 -2.41449  0.07
H -1.26659 -5.01232 -1.97614  0.05
H 0.40992 -5.10949 -2.22424  0.07
H -0.97109 -0.79658 -5.63097  0.11
H -0.79758 -2.16585 -7.65159  0.09
H 0.98556 -3.88048 -7.85564  0.08
H 2.63022 -4.13330 -6.01459  0.09
H 2.48862 -2.71327 -4.01646  0.10
H 0.86368 0.96089 -5.48795  0.10
H -0.32655 3.12836 -5.65710  0.09
H -1.77020 3.85871 -3.72642  0.08
H -1.73363 2.49139 -1.65852  0.09

=====

> Which value of net charge does entry 3 give?

-1

=====

> Which of these has the highest net charge?

C5H13N2